Entry 1:
Entry from the Open Molecules 2025 dataset: a cluster of 4 separate species, C36H76N4O4 in total (ωB97M-V/def2-TZVPD).

Geometry (Å):
C: -31.3537 -8.1893 -7.7038
C: -30.6156 -6.7982 -7.3231
C: -31.3032 -6.3972 -5.9895
C: -30.5844 -5.5195 -4.9582
C: -29.0806 -5.8576 -4.9301
C: -28.5139 -7.0459 -5.8766
N: -29.2083 -7.0428 -7.1373
O: -28.5722 -7.7348 -8.1786
C: -27.0069 -6.6606 -6.0721
C: -28.7164 -8.4116 -5.3562
C: -30.5668 -5.7132 -8.4864
H: -31.2555 -8.6663 -8.6790
H: -32.4199 -8.1070 -7.4927
H: -30.9730 -8.9802 -7.0576
H: -32.2558 -5.9215 -6.2224
H: -31.6210 -7.2835 -5.4403
H: -31.0641 -5.5960 -3.9824
H: -30.6361 -4.4523 -5.1737
H: -28.6744 -6.0254 -3.9326
H: -28.5765 -4.9311 -5.2048
H: -26.4912 -6.8137 -5.1241
H: -26.5276 -7.2611 -6.8453
H: -26.9527 -5.6328 -6.4309
H: -28.5618 -9.2809 -5.9954
H: -28.2208 -8.5508 -4.3954
H: -29.7589 -8.5114 -5.0540
H: -29.9485 -5.9678 -9.3472
H: -30.2985 -4.7587 -8.0338
H: -31.5547 -5.7004 -8.9468
H: -28.3831 -7.1813 -8.9398
C: -40.7371 1.5884 -3.9290
C: -39.6888 0.6347 -3.4085
C: -40.3574 -0.6360 -2.9060
C: -40.9640 -1.4098 -4.0769
C: -39.9038 -1.7659 -5.1271
C: -38.9647 -0.7053 -5.5377
N: -38.7090 0.3019 -4.5126
O: -37.8124 1.3178 -4.7592
C: -37.5719 -1.2886 -5.9810
C: -39.6164 0.0420 -6.7141
C: -39.0278 1.1832 -2.1202
H: -41.4282 1.2406 -4.6969
H: -40.2143 2.4612 -4.3201
H: -41.3226 2.0210 -3.1177
H: -39.6355 -1.2040 -2.3191
H: -41.1903 -0.4933 -2.2175
H: -41.7234 -0.7394 -4.4796
H: -41.4772 -2.3274 -3.7892
H: -40.4602 -2.0855 -6.0083
H: -39.2834 -2.6037 -4.8088
H: -36.9025 -0.5553 -6.4308
H: -37.0489 -1.4883 -5.0458
H: -37.7684 -2.2630 -6.4283
H: -40.0553 -0.6324 -7.4493
H: -40.3930 0.7229 -6.3654
H: -38.9380 0.6635 -7.2986
H: -39.8712 1.3923 -1.4621
H: -38.4562 2.0372 -2.4836
H: -38.2967 0.4612 -1.7566
H: -38.3002 1.8874 -5.3585
C: -34.7335 -7.9727 -4.0546
C: -34.8834 -6.6346 -3.3548
C: -34.7179 -5.5925 -4.4789
C: -35.1969 -4.2655 -4.2271
C: -36.6495 -4.2144 -3.8828
C: -36.9236 -5.0988 -2.5926
N: -36.3173 -6.4808 -2.8098
O: -36.7277 -7.3898 -1.8577
C: -36.4228 -4.5067 -1.3230
C: -38.4244 -5.2521 -2.5228
C: -33.7860 -6.4039 -2.2423
H: -35.0663 -8.8038 -3.4328
H: -33.7285 -8.3861 -4.1403
H: -35.2884 -8.2373 -4.9547
H: -33.6651 -5.5370 -4.7557
H: -35.2476 -5.8929 -5.3829
H: -35.2294 -3.6205 -5.1051
H: -34.4925 -3.6677 -3.6488
H: -37.2068 -4.4425 -4.7913
H: -37.0658 -3.2698 -3.5326
H: -37.0202 -3.7166 -0.8680
H: -36.0950 -5.2858 -0.6348
H: -35.4423 -4.0586 -1.4839
H: -38.9558 -5.8859 -3.2328
H: -38.6920 -5.7160 -1.5734
H: -39.0047 -4.3389 -2.3907
H: -34.0720 -7.1044 -1.4576
H: -33.8539 -5.4036 -1.8147
H: -32.7649 -6.5660 -2.5876
H: -37.3736 -7.8807 -2.3709
C: -42.0711 -4.6902 -0.2534
C: -41.4381 -4.1730 1.0510
C: -40.3341 -5.1634 1.3120
C: -39.2056 -4.6028 2.2576
C: -38.8052 -3.1496 1.8022
C: -39.9808 -2.1470 1.7104
N: -41.0789 -2.7173 0.9393
O: -42.0493 -1.8905 0.6665
C: -40.3359 -1.7523 3.1349
C: -39.2975 -0.8299 0.9783
C: -42.4508 -4.3334 2.1821
H: -42.4018 -5.7161 -0.4158
H: -41.5747 -4.3928 -1.1771
H: -43.0600 -4.2318 -0.2609
H: -40.7344 -6.0238 1.8482
H: -39.9313 -5.6047 0.4004
H: -38.3164 -5.2271 2.1707
H: -39.5792 -4.7205 3.2748
H: -38.1451 -3.0239 0.9440
H: -38.2137 -2.8214 2.6569
H: -41.1110 -0.9913 3.2244
H: -40.8393 -2.5554 3.6732
H: -39.4127 -1.6100 3.6968
H: -38.5113 -0.3583 1.5679
H: -38.8443 -1.1956 0.0568
H: -39.9039 -0.1016 0.4399
H: -43.0304 -5.2537 2.1100
H: -43.3214 -3.6783 2.1499
H: -41.9255 -4.3859 3.1357
H: -41.8945 -1.8768 -0.2809

Calculated values
Spin multiplicity: 2
Lowest unoccupied orbital energy (spin up / spin down) in eV: 2.12 / 2.26
HOMO-LUMO gap (spin up / spin down) in eV: 1.26 / 8.08
Net charge: -1


Entry 2:
Entry from the Open Molecules 2025 dataset: a cluster of 4 separate species, C36H76N4O4 in total (ωB97M-V/def2-TZVPD).

Geometry (Å):
C: -22.1761 -7.5304 -9.8157
C: -22.2974 -9.0848 -9.7637
C: -22.0601 -9.7095 -11.2229
C: -21.1593 -9.5643 -8.8215
C: -21.1968 -9.3744 -7.3086
C: -22.4051 -10.2536 -6.9097
C: -23.7770 -9.7039 -7.6705
C: -24.7724 -10.8091 -7.3806
C: -24.2661 -8.4779 -6.9508
N: -23.5381 -9.6018 -9.1651
O: -24.6818 -9.0030 -9.6518
H: -21.3397 -7.2590 -10.4598
H: -23.0415 -7.0950 -10.3152
H: -22.0864 -7.0484 -8.8422
H: -22.5456 -9.1613 -12.0303
H: -21.0487 -9.7111 -11.6294
H: -22.3772 -10.7299 -11.4380
H: -21.0350 -10.6306 -9.0104
H: -20.2136 -9.0626 -9.0267
H: -20.3104 -9.7929 -6.8318
H: -21.2448 -8.3428 -6.9599
H: -22.6193 -10.3455 -5.8449
H: -22.1823 -11.3023 -7.1059
H: -25.6893 -10.6815 -7.9560
H: -24.9553 -11.0386 -6.3309
H: -24.5441 -11.8159 -7.7303
H: -24.2369 -8.8041 -5.9112
H: -25.3165 -8.2510 -7.1330
H: -23.5115 -7.7125 -7.1318
H: -25.0424 -9.8484 -9.9290
C: -23.4947 -11.6351 -3.2782
C: -24.6056 -11.7448 -2.2253
C: -24.0479 -11.4535 -0.7203
C: -25.6689 -10.6204 -2.6953
C: -27.0383 -10.8074 -2.1101
C: -27.4517 -12.2328 -2.4522
C: -26.5289 -13.4363 -2.0014
C: -26.5511 -13.5501 -0.4957
C: -26.9908 -14.6542 -2.7793
N: -25.1054 -13.1305 -2.4037
O: -24.1876 -14.0797 -1.9577
H: -22.6980 -12.2748 -2.8985
H: -23.8351 -11.8211 -4.2969
H: -22.9505 -10.6914 -3.3156
H: -23.3729 -10.6147 -0.8903
H: -24.7953 -11.2375 0.0431
H: -23.4166 -12.2665 -0.3614
H: -25.3940 -9.6697 -2.2383
H: -25.7504 -10.5608 -3.7806
H: -27.1979 -10.5033 -1.0756
H: -27.6446 -9.9670 -2.4482
H: -27.6478 -12.2421 -3.5244
H: -28.3441 -12.1849 -1.8281
H: -25.9386 -14.3420 -0.0646
H: -27.5217 -13.9917 -0.2700
H: -26.3526 -12.6505 0.0869
H: -26.8723 -14.6638 -3.8628
H: -28.0639 -14.7776 -2.6338
H: -26.4212 -15.5360 -2.4858
H: -23.9898 -14.5929 -2.7445
C: -22.7515 -15.3427 -16.3877
C: -22.7819 -14.3900 -15.1534
C: -21.6201 -15.0295 -14.1550
C: -22.4004 -12.9621 -15.6434
C: -22.6236 -11.7999 -14.6430
C: -24.1659 -11.8342 -14.1374
C: -24.6241 -13.2418 -13.6232
C: -24.0303 -13.4435 -12.2091
C: -26.2367 -13.1750 -13.5188
N: -24.1773 -14.3644 -14.5094
O: -24.7345 -15.5270 -14.1477
H: -21.7446 -15.7052 -16.5947
H: -23.4216 -16.1842 -16.2116
H: -23.0305 -14.8488 -17.3185
H: -21.3366 -14.2687 -13.4277
H: -22.0231 -15.8491 -13.5601
H: -20.7621 -15.3328 -14.7549
H: -21.3424 -12.8367 -15.8738
H: -22.9168 -12.6735 -16.5589
H: -22.0023 -11.8402 -13.7483
H: -22.3376 -10.8763 -15.1463
H: -24.8597 -11.4093 -14.8627
H: -24.1167 -11.1365 -13.3014
H: -24.6007 -14.2618 -11.7695
H: -24.2121 -12.6898 -11.4430
H: -22.9591 -13.6335 -12.2754
H: -26.6842 -13.9532 -12.9006
H: -26.6084 -13.3086 -14.5347
H: -26.6365 -12.2001 -13.2399
H: -24.2019 -15.8424 -13.4139
C: -19.9178 -17.3139 -9.3560
C: -19.7043 -15.8230 -9.6290
C: -19.1823 -15.7503 -11.1120
C: -21.1173 -15.1774 -9.5848
C: -21.5015 -14.6738 -8.1950
C: -20.3776 -14.0137 -7.3516
C: -19.0279 -14.7222 -7.3457
C: -18.0769 -13.6390 -6.7371
C: -19.1483 -15.9591 -6.3478
N: -18.7242 -15.1127 -8.7752
O: -17.4885 -15.6738 -8.8644
H: -20.3370 -17.5219 -8.3716
H: -20.5426 -17.9545 -9.9784
H: -18.9378 -17.7885 -9.4059
H: -18.2722 -16.3285 -11.2719
H: -19.8621 -16.0556 -11.9075
H: -18.8847 -14.8085 -11.5730
H: -21.1311 -14.3368 -10.2785
H: -21.8704 -15.8538 -9.9890
H: -22.4687 -14.1713 -8.2025
H: -21.7645 -15.5910 -7.6681
H: -20.6319 -13.8524 -6.3040
H: -20.1989 -12.9500 -7.5088
H: -17.0851 -14.0701 -6.8732
H: -18.1679 -13.4558 -5.6665
H: -18.0688 -12.6801 -7.2552
H: -18.9636 -15.7042 -5.3042
H: -18.3411 -16.6515 -6.5866
H: -20.1246 -16.4396 -6.4118
H: -17.6983 -16.6092 -8.8130

Calculated values
SMILES: CC1(C)CCCC(C)(C)N1O.CC1(C)CCCC(C)(C)N1O.CC1(C)CCCC(C)(C)N1O.CC1(C)CCCC(C)(C)N1O
Lowest unoccupied orbital energy in eV: 0.37
HOMO-LUMO gap in eV: 8.48
Net charge: 0


| no. | largest force on an atom (eV/A) | calculated total energy (a.u.) |
| --- | --- | --- |
| 1 | 7.03 | -1936.83693 |
| 2 | 4.59 | -1936.88377 |